{"formula": "H14O7", "method": "ωB97M-V/def2-TZVPD", "elements": ["O", "O", "O", "O", "O", "O", "O", "H", "H", "H", "H", "H", "H", "H", "H", "H", "H", "H", "H", "H", "H"], "coordinates": [[0.064, -0.287, 0.168], [-0.664, -0.980, -2.676], [-1.557, 2.102, 0.658], [3.606, 0.678, 1.117], [-1.051, -3.426, -0.087], [-3.614, 0.601, 2.183], [2.894, -0.495, -1.493], [-0.098, -0.339, -3.113], [3.418, 1.508, 0.666], [-2.370, 2.612, 0.572], [3.387, 0.836, 2.041], [-0.725, -3.770, -0.924], [-0.223, 0.607, 0.398], [-4.506, 0.653, 1.827], [-0.893, -2.477, -0.137], [2.963, -0.261, -0.559], [-0.996, 2.650, 1.217], [0.991, -0.339, 0.418], [-0.357, -0.980, -1.759], [-3.025, 0.771, 1.438], [2.757, 0.337, -1.955]], "nbo_charge": [-0.968, -0.955, -0.962, -0.949, -0.945, -0.946, -0.943, 0.461, 0.473, 0.491, 0.484, 0.469, 0.492, 0.465, 0.476, 0.476, 0.480, 0.477, 0.486, 0.477, 0.459], "charge": 0, "de_lowest_kj_mol": 171.82, "lumo_energy_ha": -0.0129, "smiles": "O.O.O.O.O.O.O", "homo_ev": -10.76, "homo_lumo_gap_ev": 10.408, "energy_ha": -535.0584}